[1]
{
  "formula": "C9H19F6NO11S3V",
  "method": "ωB97M-V with the def2-TZVPD basis set",
  "symbols": ["O", "V", "O", "C", "C", "C", "O", "H", "H", "H", "H", "H", "H", "H", "C", "F", "F", "F", "S", "O", "O", "N", "S", "O", "O", "C", "F", "F", "F", "C", "O", "H", "H", "H", "H", "O", "S", "O", "O", "C", "C", "C", "H", "H", "H", "H", "H", "H", "H", "H"],
  "positions_angstrom": [[-0.978, 1.761, -0.239], [-0.026, 0.714, 0.533], [-0.589, -0.762, 0.292], [0.067, 3.796, 2.891], [0.696, 2.374, 2.884], [1.627, 2.228, 4.055], [-0.254, 1.340, 2.689], [-0.338, 3.994, 1.899], [0.784, 4.561, 3.188], [-0.789, 3.920, 3.555], [1.355, 2.440, 2.018], [1.862, 1.183, 4.258], [1.207, 2.729, 4.927], [2.544, 2.752, 3.785], [1.418, 1.165, -3.236], [0.077, 1.315, -3.310], [1.780, -0.111, -3.272], [1.984, 1.757, -4.336], [2.219, 2.027, -1.619], [3.608, 2.489, -1.960], [1.265, 3.116, -1.412], [1.931, 0.738, -0.463], [3.405, 0.271, -0.296], [3.984, -0.251, -1.485], [4.194, 1.205, 0.535], [3.162, -1.168, 0.950], [2.391, -0.744, 2.020], [2.476, -2.053, 0.300], [4.381, -1.659, 1.310], [-3.298, 0.994, 2.239], [-3.119, 2.330, 2.601], [-4.290, 0.779, 1.843], [-2.781, 0.789, 1.301], [-2.968, 0.297, 3.009], [-2.164, 2.387, 2.522], [-1.657, -3.816, -5.086], [-2.129, -3.155, -3.891], [-3.551, -2.900, -3.751], [-1.525, -3.906, -2.521], [-2.160, -3.625, -1.300], [-1.755, -4.669, -0.297], [-1.179, -1.588, -3.744], [-3.241, -3.723, -1.402], [-1.833, -2.638, -0.973], [-0.680, -4.853, -0.314], [-2.243, -5.612, -0.547], [-1.844, -4.497, 0.775], [-1.529, -0.863, -4.479], [-0.093, -1.661, -3.695], [-1.407, -1.199, -2.752]],
  "forces_ev_per_a": [[1.529, -1.811, 0.893], [-1.639, 1.502, 1.819], [0.481, 1.129, 0.126], [-0.503, -0.483, -0.173], [-0.768, 0.913, -0.810], [0.112, -0.164, 0.315], [0.637, -0.529, -2.491], [0.207, 0.244, -0.144], [0.181, -0.022, -0.272], [0.000, -0.418, 0.381], [0.420, -0.243, -0.626], [-0.028, 0.044, 0.092], [-0.008, -0.283, 0.259], [0.158, -0.033, 0.208], [1.297, 0.922, -0.404], [1.573, -0.316, 0.364], [-0.677, 0.048, 0.069], [-0.830, -0.337, 1.269], [-1.150, 3.744, -2.765], [-3.590, -2.277, 1.202], [1.265, -1.866, 0.410], [-1.460, 2.746, -1.835], [4.672, -0.724, 5.284], [-0.070, -0.528, -0.374], [-1.280, -1.358, -1.498], [0.239, 1.909, -0.355], [1.554, -0.641, -1.039], [-0.536, -1.662, -0.148], [-1.785, 0.616, 0.095], [-0.292, -0.742, -1.346], [-0.228, 0.150, 0.066], [-0.634, 0.242, 0.955], [0.772, -0.186, 0.112], [-0.189, -0.124, 0.001], [0.570, 0.498, 0.285], [-0.290, -0.101, 1.486], [1.078, 1.021, 0.146], [1.421, -0.332, 0.251], [-0.315, -0.146, -3.058], [-0.667, 0.462, 1.547], [1.199, -1.144, 0.223], [-0.782, -0.121, 0.941], [-0.023, 0.600, -0.204], [-0.364, 0.166, 0.107], [0.211, -0.033, -0.593], [0.022, -0.084, 0.126], [-0.928, 0.679, -0.176], [0.033, -0.310, -0.101], [-0.162, -0.727, -0.659], [-0.437, 0.108, 0.042]],
  "lumo_ha": 0.0596,
  "total_charge": -1
}

=====

[2]
{
  "formula": "C9H19FN4O9",
  "method": "ωB97M-V with the def2-TZVPD basis set",
  "symbols": ["C", "N", "C", "C", "O", "C", "C", "O", "C", "O", "F", "H", "H", "H", "H", "H", "H", "H", "H", "H", "H", "C", "N", "O", "O", "H", "H", "H", "C", "N", "O", "O", "H", "H", "H", "C", "N", "O", "O", "H", "H", "H"],
  "positions_angstrom": [[-1.943, 1.212, 1.278], [-1.103, 1.563, 0.095], [-1.620, 2.749, -0.654], [0.296, 1.884, 0.462], [1.177, 1.036, 0.103], [0.774, 3.212, 1.214], [0.970, 3.059, 2.805], [0.398, 4.238, 3.464], [-0.956, 4.040, 3.791], [-1.425, 3.045, 4.393], [-1.910, 5.067, 3.471], [-3.059, 1.068, 1.029], [-1.801, 1.931, 2.157], [-1.575, 0.177, 1.645], [-1.828, 3.671, 0.002], [-0.774, 3.070, -1.381], [-2.516, 2.467, -1.327], [1.802, 3.505, 0.771], [0.095, 4.127, 1.023], [2.107, 3.104, 3.007], [0.613, 2.066, 3.243], [3.239, 1.270, -2.661], [3.921, 2.538, -2.291], [5.052, 2.712, -2.715], [3.295, 3.315, -1.586], [3.908, 0.681, -3.285], [3.006, 0.741, -1.737], [2.334, 1.532, -3.207], [0.303, -2.122, -0.399], [-0.682, -2.579, -1.416], [-1.093, -1.751, -2.211], [-1.006, -3.757, -1.379], [0.497, -1.061, -0.550], [-0.134, -2.298, 0.583], [1.213, -2.704, -0.538], [-1.707, -7.064, -1.466], [-1.589, -8.161, -0.470], [-2.385, -9.083, -0.554], [-0.700, -8.059, 0.360], [-2.534, -7.286, -2.138], [-1.893, -6.141, -0.917], [-0.767, -7.015, -2.014]],
  "forces_ev_per_a": [[0.281, -1.245, 0.989], [0.122, 1.691, 0.525], [0.476, 0.673, -1.168], [2.605, -2.823, -1.060], [-3.094, 3.382, 1.706], [0.240, 0.554, -0.356], [1.554, -0.850, -0.693], [-3.474, -0.360, -0.003], [-1.976, -2.907, 2.277], [2.307, 4.302, -2.880], [3.388, -1.845, 0.337], [1.873, 0.561, 0.107], [-0.525, -0.773, -1.167], [-0.605, 1.634, -0.488], [-0.082, -1.346, -0.838], [-1.431, -0.477, 1.058], [1.331, 0.416, 1.403], [-1.775, -0.717, 0.549], [0.844, -1.676, 0.313], [-2.016, 0.142, -0.115], [0.088, 1.618, -0.555], [0.023, -0.347, -0.147], [0.279, 0.188, -0.021], [-0.610, 0.080, 0.338], [0.358, -0.273, -0.322], [-0.021, 0.210, 0.093], [-0.147, 0.188, -0.066], [0.026, -0.016, 0.202], [0.209, 0.357, 0.034], [-0.163, 0.133, -0.226], [0.115, -0.639, 0.328], [0.025, 0.491, -0.133], [-0.139, -0.137, 0.001], [0.088, -0.136, -0.121], [-0.182, -0.089, 0.101], [-0.198, 0.143, -0.240], [-0.052, -0.297, 0.145], [0.469, 0.376, 0.192], [-0.476, -0.140, -0.375], [0.122, -0.066, 0.169], [0.200, -0.079, -0.078], [-0.055, 0.097, 0.185]],
  "smiles": "CN(C)C(=O)CCOC(=O)F.C[N+](=O)[O-].C[N+](=O)[O-].C[N+](=O)[O-]",
  "lumo_ha": -0.0012
}

=====

[3]
{
  "formula": "C9H19N2O",
  "method": "ωB97M-V with the def2-TZVPD basis set",
  "symbols": ["C", "C", "C", "C", "C", "C", "C", "C", "C", "N", "N", "O", "H", "H", "H", "H", "H", "H", "H", "H", "H", "H", "H", "H", "H", "H", "H", "H", "H", "H", "H"],
  "positions_angstrom": [[0.198, 0.993, 1.011], [-2.200, 1.342, 0.113], [1.011, 1.038, -0.289], [0.927, -0.921, -1.631], [-2.789, 0.453, -0.985], [-1.234, 0.437, 0.907], [-1.311, -0.937, 0.230], [3.771, -0.026, 0.331], [2.532, -0.893, 0.136], [1.517, -0.265, -0.684], [-2.743, -0.891, -0.391], [-1.200, -2.015, 1.067], [0.741, 0.411, 1.755], [0.129, 2.014, 1.393], [-1.704, 2.213, -0.307], [-2.995, 1.702, 0.767], [0.387, 1.422, -1.098], [1.858, 1.711, -0.159], [1.200, -1.939, -1.849], [0.183, -0.443, -2.243], [-3.800, 0.734, -1.276], [-2.152, 0.455, -1.871], [-1.595, 0.360, 1.949], [4.154, 0.320, -0.626], [3.581, 0.832, 0.969], [4.543, -0.624, 0.806], [2.817, -1.828, -0.347], [2.095, -1.142, 1.108], [-3.476, -0.990, 0.327], [-2.857, -1.652, -1.062], [-1.589, -1.872, 1.949]],
  "forces_ev_per_a": [[-0.204, -0.267, -0.040], [0.043, -0.172, 0.067], [-0.403, 0.696, 0.323], [-0.338, 0.482, 1.230], [-0.112, 0.587, -0.239], [0.013, -0.401, -0.123], [0.447, 0.571, -1.001], [-0.195, -0.080, -0.109], [0.738, -0.361, 0.580], [-0.374, -0.598, -1.368], [0.159, -0.338, 0.411], [0.047, -0.510, 0.280], [0.085, 0.063, 0.104], [0.143, -0.006, 0.009], [-0.044, 0.092, -0.083], [0.025, 0.072, -0.051], [0.146, -0.023, -0.050], [-0.042, -0.035, -0.114], [0.193, -0.134, 0.050], [0.009, 0.180, -0.023], [0.028, -0.108, 0.010], [-0.117, -0.134, 0.072], [-0.076, -0.003, 0.044], [0.070, 0.054, -0.078], [-0.017, 0.079, 0.054], [0.049, -0.046, 0.052], [-0.128, 0.048, 0.027], [-0.070, -0.035, -0.122], [-0.046, -0.038, -0.106], [0.024, 0.193, 0.170], [-0.053, 0.173, 0.024]],
  "lumo_ha": [-0.1257, -0.1257],
  "total_charge": 1
}

=====

[4]
{
  "formula": "C9H19N3O4",
  "method": "ωB97M-V with the def2-TZVPD basis set",
  "symbols": ["C", "C", "C", "C", "C", "C", "C", "C", "C", "H", "H", "H", "H", "H", "H", "H", "H", "H", "H", "H", "H", "H", "H", "H", "H", "H", "H", "H", "N", "N", "N", "O", "O", "O", "O"],
  "positions_angstrom": [[0.975, -3.137, -1.937], [0.898, -1.698, -1.456], [1.461, -4.092, -0.770], [-0.051, -0.086, 0.032], [0.907, -0.228, 1.182], [-1.435, 0.317, 0.598], [-1.616, 1.584, 1.391], [-1.360, 2.882, 0.678], [-1.732, 4.159, 1.487], [1.669, -2.576, -3.749], [2.853, -2.916, -2.686], [-0.033, -3.481, -2.406], [2.285, -3.595, -0.268], [0.603, -4.279, -0.091], [2.295, -5.236, -2.090], [-0.885, -1.917, -0.413], [0.371, 0.775, -0.599], [-1.693, -0.539, 1.255], [-2.195, 0.305, -0.188], [-2.638, 1.593, 1.662], [-1.050, 1.675, 2.349], [-0.301, 2.895, 0.438], [-1.860, 2.878, -0.283], [-1.220, 4.074, 2.443], [-2.856, 4.075, 1.699], [-1.591, 6.203, 1.288], [-0.398, 5.396, 0.589], [1.982, 0.743, 2.356], [1.952, -3.277, -3.053], [-0.142, -1.281, -0.695], [-1.404, 5.390, 0.726], [1.830, -0.931, -1.565], [1.803, -5.364, -1.270], [1.057, -1.218, 1.850], [1.517, 0.908, 1.497]],
  "forces_ev_per_a": [[-0.830, -1.212, -1.399], [0.295, -0.008, 1.298], [-1.640, 0.143, -0.897], [0.344, 3.185, -0.382], [0.031, -0.395, 0.754], [0.171, -1.428, 0.359], [0.842, 0.894, 1.104], [0.449, 0.777, -0.473], [-1.221, -1.030, -0.643], [0.329, -0.508, 0.107], [-0.628, -0.146, -0.380], [1.465, 0.459, 1.186], [0.182, 0.032, 0.286], [0.705, 0.396, -0.072], [-0.047, 0.074, -0.136], [0.387, 0.087, -0.288], [-0.670, -1.365, 0.575], [-0.141, 0.338, -0.112], [0.312, 0.032, -0.274], [-1.264, -0.127, 0.567], [-0.207, -0.737, -0.567], [0.412, 0.334, -0.075], [-0.343, 0.208, -0.283], [0.081, 0.187, 0.330], [1.450, 0.504, -0.299], [-0.222, 0.246, 0.198], [-0.019, 0.003, -0.154], [-0.345, 0.134, -0.919], [0.070, 0.941, 0.807], [-1.525, -1.591, -0.547], [0.004, -0.990, 0.333], [0.981, 0.165, -0.786], [0.080, 0.123, 0.118], [-0.125, -0.448, -0.183], [0.638, 0.721, 0.847]],
  "smiles": "NCCCC[C@H](NC(=O)[C@@H](N)CO)C(=O)O",
  "lumo_ha": 0.0238
}

=====

Asked for E_tot across the records above, the calculation gives -3974.47546, -1350.00607, -538.75154, -819.58058 a.u. in order.